(1)
Formula: C44H77BrN4O13S
Source: OMol25
Level of theory: ωB97M-V/def2-TZVPD

XYZ file:
```
140
C44H77BrN4O13S (ωB97M-V/def2-TZVPD)
C 3.444 -0.741 2.376
C 2.428 -0.028 1.435
C 2.135 -0.852 0.143
Br 3.551 -0.713 -1.207
C 0.741 -0.448 -0.376
C 0.455 0.781 -0.919
C 1.514 1.854 -1.101
O 1.085 3.119 -0.512
N 2.058 3.500 0.432
O 1.516 3.703 1.452
C -0.926 1.097 -1.353
C -1.236 2.471 -1.959
C -1.895 0.145 -1.196
C -3.359 0.459 -1.593
C -3.952 1.411 -0.472
C -4.228 0.714 0.867
N -3.227 0.181 1.672
O -5.387 0.657 1.263
C -1.644 -1.169 -0.673
N -2.516 -2.158 -0.487
S -1.633 -3.369 0.153
N -0.157 -2.697 0.245
C -0.281 -1.465 -0.255
H 3.125 -1.781 2.538
H 4.459 -0.654 1.961
H 3.369 -0.231 3.354
H 2.684 1.023 1.236
H 1.468 -0.014 1.992
H 2.102 -1.902 0.474
H 1.618 2.038 -2.187
H 2.490 1.612 -0.672
H -1.321 3.231 -1.166
H -2.128 2.459 -2.595
H -0.394 2.757 -2.616
H -3.398 1.005 -2.543
H -3.973 -0.453 -1.596
H -4.864 1.926 -0.804
H -3.188 2.185 -0.262
H -3.436 0.272 2.657
H -2.305 0.531 1.430
C -9.788 -1.902 1.054
C -8.915 -1.244 0.012
O -9.007 -1.538 -1.161
C -7.930 -0.213 0.490
H -10.448 -2.622 0.571
H -9.167 -2.428 1.781
H -10.397 -1.150 1.558
H -7.229 -0.662 1.190
H -8.459 0.613 0.970
H -7.373 0.175 -0.359
C 5.770 6.635 3.113
C 6.131 5.372 2.370
O 7.257 5.176 1.969
C 5.032 4.365 2.148
H 6.652 7.267 3.201
H 5.000 7.181 2.567
H 5.413 6.389 4.114
H 4.230 4.813 1.559
H 4.643 4.020 3.108
H 5.430 3.510 1.604
C 5.595 2.055 -3.086
C 6.266 0.813 -3.618
O 5.641 -0.206 -3.814
C 7.745 0.892 -3.894
H 4.535 1.855 -2.933
H 6.040 2.340 -2.131
H 5.700 2.871 -3.804
H 8.284 1.126 -2.975
H 7.944 1.657 -4.647
H 8.094 -0.068 -4.271
C 2.172 -6.262 0.271
C 2.416 -5.298 1.406
O 2.590 -4.119 1.200
C 2.433 -5.865 2.803
H 2.186 -5.719 -0.673
H 2.956 -7.021 0.252
H 1.197 -6.737 0.389
H 3.229 -6.606 2.894
H 1.469 -6.322 3.030
H 2.619 -5.065 3.516
C -11.390 1.222 -5.156
C -10.109 0.508 -4.796
O -9.106 0.642 -5.462
C -10.134 -0.374 -3.575
H -11.231 1.820 -6.053
H -12.178 0.494 -5.355
H -11.690 1.883 -4.341
H -10.869 -1.171 -3.708
H -10.378 0.218 -2.693
H -9.155 -0.822 -3.433
C -12.779 -4.855 -1.556
C -12.367 -3.939 -2.682
O -13.040 -2.984 -2.996
C -11.081 -4.264 -3.398
H -13.719 -4.505 -1.132
H -12.920 -5.870 -1.933
H -12.017 -4.851 -0.775
H -11.149 -5.252 -3.857
H -10.246 -4.232 -2.695
H -10.909 -3.526 -4.180
C 4.572 -8.002 7.015
C 4.988 -7.049 5.922
O 4.344 -6.055 5.674
C 6.239 -7.388 5.150
H 3.660 -7.637 7.485
H 4.380 -8.991 6.595
H 5.356 -8.065 7.772
H 6.120 -8.350 4.649
H 7.095 -7.425 5.826
H 6.419 -6.621 4.399
C 4.156 -0.030 -8.173
C 5.421 -0.803 -7.888
O 6.406 -0.677 -8.582
C 5.404 -1.734 -6.705
H 4.308 0.600 -9.049
H 3.335 -0.720 -8.375
H 3.908 0.606 -7.322
H 4.636 -2.498 -6.843
H 5.211 -1.169 -5.791
H 6.373 -2.223 -6.616
C -3.040 5.589 3.384
C -2.321 4.358 2.889
O -2.905 3.309 2.730
C -0.847 4.484 2.599
H -4.090 5.353 3.550
H -2.602 5.923 4.326
H -2.972 6.385 2.640
H -0.311 4.768 3.507
H -0.682 5.229 1.819
H -0.472 3.529 2.256
C 10.063 6.554 3.510
C 10.481 6.055 4.869
O 10.712 6.816 5.781
C 10.599 4.560 5.045
H 10.019 7.643 3.524
H 10.790 6.242 2.759
H 9.075 6.166 3.255
H 11.348 4.162 4.359
H 9.634 4.086 4.858
H 10.906 4.341 6.067
```

Properties
orbital gap	8.0	eV
LUMO	-0.819	eV

(2)
Formula: C30H68BrClNS
Source: OMol25
Level of theory: ωB97M-V/def2-TZVPD

XYZ file:
```
102
C30H68BrClNS (ωB97M-V/def2-TZVPD)
C -0.286 3.040 -0.011
C -1.332 1.744 -0.154
C -0.651 0.255 -0.052
N -2.656 2.029 -0.379
S -3.718 0.940 0.504
Cl -3.863 -0.918 -0.507
C -5.382 1.827 0.526
C -6.597 0.961 -0.207
C -7.986 1.845 0.089
Br -6.415 0.944 -2.236
H -0.901 4.043 0.089
H 0.505 2.898 0.839
H 0.318 3.085 -1.039
H -0.589 -0.188 -1.153
H -1.183 -0.479 0.704
H 0.481 0.317 0.315
H -5.746 2.121 1.621
H -5.312 2.840 -0.100
H -6.710 -0.126 0.239
H -7.921 2.799 -0.619
H -8.965 1.244 -0.135
H -7.886 2.206 1.202
C -4.967 -4.604 5.751
C -4.719 -3.165 6.171
C -5.615 -2.161 5.439
C -5.423 -2.101 3.919
C -3.999 -1.781 3.454
C -3.521 -0.407 3.901
H -4.751 -4.760 4.690
H -4.323 -5.280 6.322
H -6.007 -4.890 5.937
H -3.663 -2.915 6.023
H -4.907 -3.077 7.247
H -5.450 -1.165 5.867
H -6.665 -2.406 5.645
H -6.109 -1.346 3.513
H -5.731 -3.055 3.474
H -3.975 -1.818 2.358
H -3.299 -2.546 3.803
H -4.182 0.378 3.521
H -2.514 -0.217 3.519
H -3.482 -0.328 4.991
C -1.293 -4.533 7.682
C -2.145 -4.067 8.852
C -1.738 -2.689 9.382
C -0.317 -2.601 9.951
C -0.011 -3.576 11.092
C -0.874 -3.342 12.323
H -0.242 -4.642 7.965
H -1.642 -5.507 7.327
H -1.355 -3.825 6.849
H -2.109 -4.812 9.654
H -3.191 -4.019 8.525
H -2.458 -2.381 10.149
H -1.832 -1.955 8.571
H -0.149 -1.575 10.303
H 0.408 -2.764 9.146
H 1.041 -3.456 11.377
H -0.123 -4.610 10.755
H -0.740 -2.325 12.706
H -0.595 -4.042 13.116
H -1.935 -3.493 12.107
C 1.685 1.108 -3.540
C 2.727 2.185 -3.792
C 2.116 3.530 -4.197
C 1.326 3.520 -5.511
C 2.111 3.048 -6.739
C 3.292 3.948 -7.072
H 1.103 0.890 -4.440
H 2.172 0.179 -3.228
H 0.994 1.411 -2.747
H 3.436 1.842 -4.552
H 3.308 2.331 -2.873
H 2.917 4.276 -4.260
H 1.449 3.874 -3.395
H 0.949 4.533 -5.696
H 0.439 2.886 -5.398
H 1.431 3.033 -7.600
H 2.458 2.021 -6.603
H 2.960 4.974 -7.260
H 3.798 3.586 -7.972
H 4.027 3.966 -6.263
C 5.890 1.050 -7.805
C 7.399 0.956 -7.961
C 8.004 2.155 -8.697
C 7.533 2.339 -10.144
C 7.774 1.139 -11.065
C 9.249 0.809 -11.239
H 5.384 1.066 -8.774
H 5.514 0.185 -7.251
H 5.611 1.954 -7.254
H 7.660 0.022 -8.470
H 7.850 0.898 -6.963
H 9.097 2.065 -8.678
H 7.770 3.071 -8.138
H 8.038 3.218 -10.564
H 6.463 2.577 -10.152
H 7.350 1.368 -12.051
H 7.240 0.258 -10.698
H 9.794 1.663 -11.652
H 9.367 -0.034 -11.928
H 9.714 0.528 -10.290
```

Properties
orbital gap	6.7	eV
charge	+1
LUMO	-5.281	eV

(3)
Formula: C5H14
Source: OMol25
Level of theory: ωB97M-V/def2-TZVPD

XYZ file:
```
19
C5H14 (ωB97M-V/def2-TZVPD)
C 2.331 0.313 1.457
C 1.731 0.619 0.008
C 1.545 -0.424 -1.088
H 2.974 -0.506 1.436
H 1.424 0.308 2.100
H 2.913 1.236 1.685
H 0.822 1.200 0.275
H 2.450 1.311 -0.453
H 2.464 -0.228 -1.856
H 1.657 -1.505 -0.658
H 0.463 -0.235 -1.517
C -2.274 -0.701 0.422
C -2.805 0.091 -0.808
H -2.596 -1.748 0.088
H -1.264 -0.285 0.731
H -2.978 -0.580 1.217
H -2.045 0.206 -1.629
H -3.867 -0.237 -1.001
H -2.947 1.164 -0.410
```

Properties
orbital gap	11.9	eV
LUMO	1.065	eV

(4)
Formula: C4H16N3O
Source: OMol25
Level of theory: ωB97M-V/def2-TZVPD

XYZ file:
```
24
C4H16N3O (ωB97M-V/def2-TZVPD)
C 2.601 -0.496 0.099
N 2.260 0.253 1.292
C 1.943 -0.618 2.426
O 2.108 0.054 3.640
H 3.599 -0.927 0.165
H 2.538 0.116 -0.805
H 1.945 -1.372 -0.080
H 1.474 0.876 1.159
H 0.884 -0.897 2.399
H 2.520 -1.538 2.312
H 3.048 0.258 3.699
C -2.450 0.966 -1.523
N -3.862 0.693 -1.383
C -1.733 -0.354 -1.305
N -0.260 -0.112 -1.041
H -1.980 1.737 -0.880
H -2.358 1.356 -2.540
H -4.155 0.537 -0.421
H -4.475 1.442 -1.676
H -1.801 -1.016 -2.164
H -2.147 -0.849 -0.430
H 0.305 -0.957 -1.122
H 0.137 0.554 -1.707
H -0.142 0.295 -0.115
```

Properties
orbital gap	9.2	eV
charge	+1
LUMO	-3.728	eV

Question: Which value of LUMO does entry 2 give?
Answer: -5.281 eV

Question: orbital gap of number 3 (C5H14)?
Answer: 11.9 eV